The following is a quantum chemistry calculation of a single C4H4N2O molecule in a non-equilibrium geometry, from OMol25.

Last column: natural (NBO) charge in e.
Cartesian coordinates (Å):
H (0.712, 1.710, 2.146)  0.343
N (-0.193, 1.326, 2.156)  -0.642
C (-0.261, 0.728, 0.931)  0.570
N (0.898, 0.793, 0.168)  -0.472
C (0.911, 0.162, -0.935)  0.134
C (0.072, -0.972, -0.999)  -0.420
C (-1.087, -0.766, -0.279)  0.245
O (-1.455, 0.083, 0.583)  -0.389
H (1.858, 0.188, -1.534)  0.196
H (0.378, -1.690, -1.722)  0.243
H (-1.832, -1.561, -0.513)  0.192

Calculated values
SMILES: [H]/N=c1\nccco1
Relative energy (zero: lowest compared OMol25 entry of this formula, charge and spin), eV: 3.085
HOMO-LUMO gap, eV: 8.530
Total charge: 0
HOMO energy, eV: -8.72



The following is a quantum chemistry calculation of a single C4H4N2O molecule, from OMol25.

Last column: natural (NBO) charge in e.
Cartesian coordinates (Å):
N (-0.637, 1.422, -1.620)  -0.599
C (0.324, 0.864, -1.109)  0.414
C (1.377, 0.364, -0.480)  -0.286
N (1.378, -0.422, 0.687)  -0.358
C (0.318, -0.810, 1.273)  0.003
C (-1.115, -0.545, 0.871)  0.363
O (-1.741, -1.297, 0.162)  -0.490
H (-1.124, 0.895, -2.346)  0.389
H (2.356, 0.572, -0.900)  0.238
H (0.442, -1.417, 2.175)  0.196
H (-1.579, 0.374, 1.286)  0.130

Calculated values
SMILES: N=C=C/N=C\C=O
Relative energy (zero: lowest compared OMol25 entry of this formula, charge and spin), eV: 2.935
HOMO-LUMO gap, eV: 9.394
Total charge: 0
HOMO energy, eV: -9.06



The following is a quantum chemistry calculation of a single C4H4N2O molecule, from OMol25.

Last column: natural (NBO) charge in e.
Cartesian coordinates (Å):
O (2.316, -1.367, 0.116)  -0.552
C (1.250, -0.819, -0.066)  0.598
C (1.094, 0.651, -0.040)  -0.337
C (-0.131, 1.186, 0.058)  0.019
N (-1.244, 0.349, 0.073)  -0.590
C (-1.049, -0.988, -0.193)  0.295
N (0.078, -1.577, -0.334)  -0.485
H (1.990, 1.262, -0.055)  0.239
H (-0.325, 2.258, 0.045)  0.217
H (-1.995, 0.584, 0.700)  0.412
H (-1.983, -1.541, -0.304)  0.184

Calculated values
SMILES: O=c1cc[nH]cn1
Relative energy (zero: lowest compared OMol25 entry of this formula, charge and spin), eV: 0.401
HOMO-LUMO gap, eV: 9.944
Total charge: 0
HOMO energy, eV: -9.50



Repeat the third record exactly.
The following is a quantum chemistry calculation of a single C4H4N2O molecule, from OMol25.

Last column: natural (NBO) charge in e.
Cartesian coordinates (Å):
O (2.316, -1.367, 0.116)  -0.552
C (1.250, -0.819, -0.066)  0.598
C (1.094, 0.651, -0.040)  -0.337
C (-0.131, 1.186, 0.058)  0.019
N (-1.244, 0.349, 0.073)  -0.590
C (-1.049, -0.988, -0.193)  0.295
N (0.078, -1.577, -0.334)  -0.485
H (1.990, 1.262, -0.055)  0.239
H (-0.325, 2.258, 0.045)  0.217
H (-1.995, 0.584, 0.700)  0.412
H (-1.983, -1.541, -0.304)  0.184

Calculated values
SMILES: O=c1cc[nH]cn1
Relative energy (zero: lowest compared OMol25 entry of this formula, charge and spin), eV: 0.401
HOMO-LUMO gap, eV: 9.944
Total charge: 0
HOMO energy, eV: -9.50



> total charge of number 1 (C4H4N2O)?

0